# 1
{"formula": "CH3NOS2", "method": "ωB97M-V/def2-TZVPD", "species": ["H", "C", "O", "H", "S", "N", "H", "S"], "positions_angstrom": [[-1.29932, 2.49169, 0.33175], [0.81837, -0.40495, -0.17839], [-1.05428, 1.56504, 0.06034], [-0.18925, -2.16243, -0.13696], [2.46041, -0.73802, -0.06778], [-0.20904, -1.19193, 0.16996], [-1.12502, -0.93205, -0.07305], [0.59813, 1.37266, -0.10587]], "forces_ev_per_angstrom": [[0.7155, -1.3582, -0.3299], [1.4228, 1.8027, 2.0606], [-0.8968, 0.8284, 0.1110], [1.0332, -0.0345, 0.4854], [-1.2141, -0.1133, -0.8272], [-0.0375, -1.6325, -1.1529], [-1.3413, 1.4752, -0.0136], [0.3181, -0.9679, -0.3333]], "lumo_energy_ev": 0.17, "orbital_gap_ev": 8.5741}

***

# 2
{"formula": "C8H51IN5O19", "method": "ωB97M-V/def2-TZVPD", "species": ["O", "O", "O", "O", "H", "O", "H", "C", "H", "O", "H", "H", "H", "O", "C", "H", "H", "N", "H", "H", "H", "H", "H", "H", "H", "H", "H", "H", "H", "N", "H", "O", "H", "H", "C", "H", "C", "O", "H", "H", "C", "H", "H", "H", "H", "H", "C", "H", "O", "O", "O", "H", "O", "H", "H", "O", "H", "O", "N", "H", "O", "C", "O", "H", "O", "H", "H", "H", "H", "I", "H", "H", "O", "H", "H", "H", "H", "H", "N", "H", "C", "N", "H", "H"], "positions_angstrom": [[-3.92388, 4.31607, 2.74975], [5.07701, -0.20409, 3.91753], [-1.99114, -3.16830, 1.22740], [4.08014, -4.07121, -1.29573], [-0.18060, -3.53250, -3.97648], [4.24799, 3.31542, 2.85080], [0.89218, -3.26096, 2.41914], [-3.07027, -0.24960, -0.15263], [-2.13840, 0.01999, 0.33020], [8.24856, 3.10319, -1.14324], [0.74646, -1.05905, 0.38286], [-2.47812, -3.88641, 0.80880], [-2.99389, 1.83964, -2.38412], [5.57332, 4.24797, 0.12752], [1.62744, -1.18484, -0.23921], [1.46580, -4.72261, 4.48970], [-0.07901, -3.76721, 1.39294], [-0.25650, 0.42072, -1.35771], [-4.57375, -1.84406, -3.89203], [-5.29114, -4.75259, -5.29111], [5.94262, 0.20875, 3.84141], [4.49688, 3.06279, 3.74782], [5.19027, 3.84073, 0.91417], [3.04252, 5.29085, -2.45779], [-1.17225, 3.30962, 0.00128], [-3.91432, 0.30580, 0.24920], [3.94842, -4.15781, -0.34601], [0.02565, 5.50489, -1.13497], [8.47278, 2.53640, -0.40108], [-0.32399, 2.41378, -2.27760], [4.82573, 4.43257, -0.45178], [-0.23379, 1.95202, 3.40157], [3.58841, -4.80681, -1.67325], [-3.13693, 4.33062, 2.19696], [-4.03671, -0.42876, -2.41513], [4.58145, 0.10374, 3.15344], [-3.73995, -1.20044, -3.65055], [-1.51230, -0.20016, 5.95935], [-0.61687, 3.25291, -2.74839], [0.45220, -4.90888, -3.99804], [-1.05131, 1.32432, -1.91108], [-8.46286, -2.04952, -4.03088], [2.12482, -2.10768, -2.12818], [3.34769, 3.64425, 2.94444], [-1.32239, -2.04650, 4.60786], [0.27020, 1.19310, 3.08237], [2.08733, 0.16961, -0.79239], [2.41276, -1.53554, 0.42315], [-5.16036, -3.85844, -4.96270], [0.81901, -3.92583, 1.72526], [-0.98370, -2.75987, 4.05113], [-0.56605, -3.37636, 4.67225], [-1.44040, 3.47247, 0.90968], [-1.84562, -0.01380, 6.84114], [0.40249, -2.23649, -1.71861], [2.86005, 4.56427, -1.85095], [-2.05884, -3.35093, 2.17837], [-5.11940, -0.05008, -2.06530], [-2.37013, 1.14282, -2.00292], [1.75117, 2.80091, -2.03291], [0.56457, 6.26391, -0.89981], [1.40985, -2.23399, -1.32072], [0.74872, -4.78535, 5.12855], [0.42013, 6.37732, 0.04715], [0.61825, -4.00231, -3.71973], [-3.17916, -1.31463, 0.01552], [-3.53475, -0.49394, -4.45344], [-3.76328, 3.63731, 3.41166], [7.47092, 3.59328, -0.85191], [3.03176, 1.27327, 0.78385], [-1.74730, 2.61080, 1.22399], [-2.83733, -1.77705, -3.49044], [-7.83402, -2.77755, -4.01974], [0.92925, -5.58798, 5.62570], [-7.51260, -2.80964, -3.11341], [1.59003, -3.20960, -0.88953], [-0.03585, 2.65690, 2.77414], [-1.30921, 0.65586, 5.56509], [0.97851, 2.14617, -1.90315], [-5.98845, -3.40402, -5.16993], [0.95798, 0.92130, -1.35135], [-2.86367, -0.11226, -1.59589], [2.85567, -0.03056, -1.53228], [2.47350, 4.99990, -1.07905]], "forces_ev_per_angstrom": [[-0.0516, -0.0453, -0.0569], [-0.0694, 0.1038, 0.0966], [-0.0806, -0.2193, 0.0353], [0.0266, 0.0393, 0.0843], [-0.0041, 0.0269, -0.0263], [-0.1840, -0.1472, -0.0302], [-0.0676, -0.0231, 0.0878], [0.1081, 0.0005, -0.2585], [0.0945, 0.1010, 0.1568], [-0.0186, 0.0005, -0.0912], [-0.1420, 0.0485, 0.0699], [0.0091, -0.0095, -0.0246], [-0.0900, 0.1146, 0.1620], [-0.0585, 0.0051, -0.0462], [0.2299, -0.1413, 0.0740], [-0.0355, -0.0489, -0.0880], [0.0206, -0.0571, -0.0138], [-0.2526, -0.4758, 0.3013], [-0.1021, -0.0227, -0.2507], [0.0238, -0.0287, 0.0085], [0.0429, -0.0593, -0.0341], [0.1418, -0.0242, -0.0279], [0.0714, 0.0501, 0.1100], [0.0254, -0.0412, -0.0860], [-0.0280, 0.0063, -0.0323], [-0.1054, 0.1272, -0.0529], [0.0308, -0.0484, 0.0099], [-0.1726, 0.0816, 0.0233], [0.0272, 0.0004, 0.0210], [-0.3192, -0.1187, 0.3065], [0.0484, -0.1001, -0.0884], [-0.0294, -0.1074, -0.1801], [0.0007, -0.0013, -0.0523], [0.0719, 0.0195, -0.0128], [-0.1705, 0.3232, 0.1826], [0.0370, -0.0266, -0.0918], [0.3016, 0.0806, 0.2292], [0.0305, -0.0589, -0.2400], [0.2513, 0.0730, -0.1768], [0.0715, -0.0238, -0.0158], [0.0729, 0.0929, -0.2087], [-0.0304, -0.0026, -0.0431], [0.0478, -0.0916, -0.1759], [0.0154, 0.1086, 0.0323], [0.0248, 0.1005, 0.0321], [0.0061, 0.0286, 0.0921], [0.2785, -0.7816, 0.5029], [0.1647, -0.0360, 0.0421], [-0.0284, 0.1020, -0.0818], [0.0982, 0.1827, -0.0562], [-0.0954, 0.0839, -0.0041], [0.0311, -0.1589, -0.1253], [0.1048, -0.1609, 0.0508], [-0.0016, 0.0152, 0.0220], [-0.1283, 0.1776, -0.0992], [-0.1122, -0.3136, 0.1799], [0.1571, 0.2410, 0.1382], [0.0485, -0.2301, 0.0322], [0.2489, 0.0946, -0.1685], [-0.0497, 0.3399, -0.0315], [0.2857, -0.2275, 0.1496], [-0.0721, 0.0960, 0.1509], [0.0691, 0.0655, 0.0088], [-0.0912, 0.1473, -0.0153], [-0.0895, -0.0784, -0.0316], [-0.1851, -0.0980, 0.2298], [-0.1426, -0.0043, -0.2278], [0.0174, 0.0281, 0.0402], [-0.1066, 0.0090, 0.1249], [-0.0453, 0.4072, -0.0798], [-0.0367, 0.0396, 0.0906], [0.0650, -0.2065, -0.0756], [0.1162, 0.0584, -0.0590], [-0.0758, -0.0027, 0.0616], [0.0033, -0.0441, 0.0194], [-0.0486, -0.1683, 0.0023], [-0.0116, 0.0403, 0.0500], [0.0037, -0.0123, 0.0510], [-0.0064, -0.4072, -0.0220], [-0.0965, -0.0659, 0.1588], [-0.0401, 0.6533, -0.4406], [-0.0572, 0.0718, -0.0296], [0.1492, 0.3452, -0.1611], [-0.1404, 0.1884, -0.1068]], "total_charge": 1, "lumo_energy_ev": -3.37, "orbital_gap_ev": 9.0171}

***

# 3
{"formula": "C3H6N2O", "method": "ωB97M-V/def2-TZVPD", "species": ["H", "N", "H", "N", "O", "C", "C", "H", "H", "C", "H", "H"], "positions_angstrom": [[1.58053, 1.48197, -0.74693], [-0.10157, -0.42582, -0.57633], [2.76518, 0.74931, 0.46050], [1.84961, 0.68111, -0.00289], [1.41497, -1.39955, 0.89021], [1.09194, -0.38867, 0.20927], [-1.17972, 0.58735, -0.34900], [-2.01027, -1.65682, -0.34367], [-1.37592, -1.09923, 1.25541], [-1.31824, -0.80291, 0.17978], [-0.99119, 1.43568, 0.34889], [-1.72532, 0.83758, -1.32523]], "forces_ev_per_angstrom": [[0.8003, -2.9149, 2.6103], [-0.9127, 0.2743, 1.7808], [-0.9025, -0.1523, -0.5023], [0.7836, 3.7543, -1.8461], [-0.5716, 2.9812, -1.3211], [-0.3771, -3.7449, 0.6175], [-0.3315, 0.0036, -1.2116], [1.6738, 2.5394, 0.7468], [0.9616, 0.9577, -0.8139], [-1.7932, -2.6887, -1.1852], [-0.1546, -0.8383, -0.5634], [0.8238, -0.1715, 1.6881]], "lumo_energy_ev": 0.77, "orbital_gap_ev": 10.4431}

***

# 4
{"formula": "C34H30BrCoN8O4", "method": "ωB97M-V/def2-TZVPD", "species": ["C", "N", "C", "C", "O", "H", "C", "C", "C", "H", "C", "N", "C", "H", "C", "Br", "H", "C", "C", "N", "C", "H", "C", "H", "H", "C", "H", "C", "N", "O", "H", "H", "C", "C", "N", "C", "H", "H", "H", "H", "H", "C", "H", "H", "H", "O", "H", "N", "H", "C", "Co", "H", "C", "C", "H", "H", "H", "C", "H", "C", "H", "N", "C", "C", "N", "H", "H", "O", "C", "C", "H", "C", "C", "C", "H", "C", "C", "C"], "positions_angstrom": [[0.06014, -3.88764, 3.88394], [-0.25913, -2.45892, -0.69205], [-0.31087, -3.53967, 1.53218], [-1.72204, -0.25057, -4.81257], [-3.34789, 1.45732, 0.70251], [0.72057, -4.16253, 4.69552], [-1.32036, -2.51652, -4.17655], [-1.71624, 3.52394, -0.40728], [1.45367, -0.61175, 3.40878], [3.37426, -1.22471, 4.10960], [2.73607, -1.03533, 3.25641], [-2.47026, 1.67353, -1.90572], [0.22280, -3.57422, 0.12892], [1.95383, 3.99326, 1.70078], [-2.08448, -3.13696, 3.10130], [2.36018, -0.76436, -2.13645], [-0.37726, -0.11184, 2.43504], [5.18683, -1.86389, 0.62730], [3.26665, -1.23291, 1.95762], [-1.18209, 1.19787, 0.28800], [0.48291, 2.88569, 0.52485], [-1.22626, 3.77540, 2.28988], [-1.56174, 0.09602, -3.48164], [1.03607, -0.46227, 4.39550], [-3.10137, -2.82789, 3.30136], [-1.82632, 1.46351, -2.97160], [-1.96167, 0.50877, -5.54301], [-1.63470, 4.89709, -0.25063], [-2.40021, 0.74867, 0.42455], [-2.49121, -0.46919, 0.18236], [-1.75087, -1.90223, -6.18724], [-3.46022, 3.46949, -1.52975], [4.43839, -1.59518, -0.53506], [-1.03856, 2.59558, 0.58038], [1.21028, 3.13716, -0.66536], [-2.43621, 3.10116, -1.66222], [1.56026, -4.15994, 2.37566], [-0.99750, 6.70736, 0.55887], [6.21159, -2.19625, 0.54040], [0.62093, -5.47035, -0.94772], [-2.28005, 5.49188, -0.88739], [-1.24763, -3.50642, 4.14674], [-0.90896, 4.30969, -2.77462], [-2.49342, 4.22867, -3.57829], [0.94313, 3.99650, -1.13520], [-1.33939, 2.51862, -3.67486], [-2.42329, 2.64842, 2.05493], [-1.43610, 2.85198, 1.94972], [5.16963, -1.84747, 2.75199], [0.95832, 4.08237, 1.28575], [-0.40575, -0.53288, -0.34340], [0.84803, 6.10301, 1.85853], [0.65579, -0.40048, 2.26640], [-0.68792, -2.92658, -1.78646], [4.89440, -1.70191, -1.50866], [-1.02514, -5.35353, -0.26044], [1.31185, -3.48954, 0.17381], [-1.61924, -3.15292, 1.79572], [0.98761, 2.34000, -2.49025], [-1.60853, -1.58845, -5.16289], [-2.27053, -2.83135, 0.98976], [1.21497, 2.01685, -1.55254], [4.61023, -1.67174, 1.84250], [-0.79952, 5.63997, 0.58252], [-1.23165, -0.76938, -2.53512], [-1.22988, -3.57117, -4.38827], [0.88736, 1.97628, 0.99025], [-0.68246, -4.24173, -1.97627], [1.07747, -0.60524, 0.96842], [-0.20179, -4.80132, -0.71012], [2.15859, 1.64010, -1.59789], [-1.78246, 3.68551, -2.95776], [0.34765, 5.29569, 1.34171], [2.45431, -0.99579, 0.80718], [-1.61176, -3.48759, 5.16457], [0.52821, -3.89953, 2.57815], [-1.12191, -2.04840, -2.88710], [3.14185, -1.17879, -0.43799]], "forces_ev_per_angstrom": [[-0.0246, -0.0022, -0.0112], [0.0885, 0.4038, 0.0999], [0.0524, -0.0796, 0.0876], [-0.0470, -0.1059, -0.1290], [-0.8366, 0.4031, 0.2653], [0.0059, -0.0040, 0.0109], [-0.0060, 0.0632, 0.0619], [0.0156, 0.1571, -0.0030], [0.0543, 0.0380, -0.0567], [0.0176, -0.0189, 0.0318], [-0.0192, 0.0185, -0.1017], [0.1637, 0.1066, -0.6571], [0.1566, 0.0081, -0.0248], [0.0197, -0.0660, 0.0266], [0.0113, 0.0166, -0.0065], [-0.2933, -0.4856, -0.0023], [0.0249, 0.0269, 0.0220], [-0.0129, 0.0056, -0.0668], [0.0544, -0.0523, 0.1893], [0.0157, -0.0061, -0.0765], [0.5192, 0.2990, 0.6116], [-0.0535, 0.0491, -0.0024], [-0.0716, 0.4621, 0.1217], [-0.0361, 0.0271, 0.0247], [-0.0226, 0.0122, 0.0152], [-0.1232, -0.1336, 0.0963], [-0.0002, 0.0058, -0.0153], [-0.0429, -0.1138, 0.1317], [0.6206, -0.0154, -0.1121], [-0.3641, -0.6651, 0.1660], [-0.0010, 0.0053, -0.0187], [0.0156, 0.0272, -0.0725], [0.0150, -0.0193, 0.0614], [-0.1714, 0.3622, -0.2497], [-0.0145, -0.1574, -0.6554], [-0.0360, -0.0488, -0.0018], [0.0260, -0.0299, -0.0156], [-0.0098, 0.0188, -0.0068], [0.0195, -0.0157, -0.0119], [-0.0366, -0.0172, 0.0459], [-0.0156, 0.0274, -0.0127], [0.0361, 0.0119, -0.0413], [-0.0530, 0.0650, 0.0292], [-0.0037, -0.0185, 0.0192], [0.0570, -0.0939, 0.0974], [-0.0198, -0.0260, 0.0522], [0.0790, 0.0176, 0.0481], [-0.0064, -0.1896, 0.3888], [0.0158, -0.0005, 0.0334], [-0.1066, 0.0763, 0.2652], [0.7363, -0.2098, -0.2660], [-0.0228, 0.0188, 0.0115], [-0.2709, -0.0423, -0.0268], [-0.1451, -0.1369, -0.6398], [0.0175, -0.0089, -0.0090], [0.0046, 0.0216, -0.0050], [-0.0085, -0.0370, -0.0174], [-0.0550, -0.0397, -0.0378], [0.0120, -0.0642, 0.0398], [-0.0025, 0.1208, 0.0079], [0.0328, -0.0450, 0.0483], [0.0995, 0.1860, -0.2461], [-0.0551, 0.0227, -0.0387], [0.1280, 0.0749, 0.0375], [-0.0101, -0.2384, 0.3251], [0.0048, -0.0294, -0.0036], [0.0589, 0.0226, 0.0152], [0.1394, 0.0760, 0.2713], [-0.0565, 0.1026, 0.1841], [-0.0197, -0.0964, -0.0653], [-0.1534, 0.1520, 0.0454], [0.0322, -0.0070, -0.0605], [-0.1544, -0.0815, -0.1603], [-0.0442, 0.0450, -0.2973], [-0.0191, -0.0092, 0.0307], [-0.0714, 0.0198, 0.0567], [0.1092, -0.1710, 0.0327], [0.0574, 0.0040, 0.1158]], "s2": 0.85, "total_charge": 1, "lumo_energy_ev": [-5.44, -5.44], "orbital_gap_ev": [4.3425, 4.3060], "spin_multiplicity": 2}

***

no.,E_tot (Eh)
1,-966.23625
2,-2336.18944
3,-302.61270
4,-6008.99844